Density functional theory data (the ωB97M-V functional and the def2-TZVPD basis) for a structure of composition C6H8.

CARTESIAN COORDINATES (ANGSTROEM)
C (-1.7662, 0.8238, -0.0178)
C (-0.6767, -0.1673, -0.0289)
C (1.7264, 0.7915, 0.0098)
C (-0.6288, -1.6691, 0.1427)
C (0.6511, -0.1782, -0.0968)
C (0.6497, -1.7401, -0.1921)
H (-2.6784, 0.6383, 0.6134)
H (-1.2051, -2.5417, 0.2991)
H (1.3108, 1.8471, -0.0995)
H (-1.3243, 1.8438, 0.1231)
H (2.6635, 0.6873, -0.5756)
H (-1.9167, 1.0748, -1.0917)
H (1.8760, 1.0842, 1.0823)
H (1.3186, -2.4944, -0.1679)

## Properties
- highest occupied orbital energy (Eh) = -0.2552
- E (hartree) = -233.24016
- strongest force on any atom (eV/Å) = 3.6
- HOMO-LUMO gap (eV) = 7.813



Density functional theory data (the ωB97M-V functional and the def2-TZVPD basis) for the molecule C6H8.

CARTESIAN COORDINATES (ANGSTROEM)
C (-0.3829, -0.2544, -0.9047)
C (0.8425, 0.5227, -0.5370)
C (-1.3000, -0.2284, 0.3207)
C (0.9651, -0.9478, -0.9585)
C (0.7700, 0.7114, 0.9270)
C (-0.4768, 0.5376, 1.3469)
H (0.9637, 1.6348, -0.6051)
H (-2.2282, 0.2942, 0.0676)
H (-0.9022, 1.0069, 2.2212)
H (1.6614, 1.1229, 1.3940)
H (1.2131, -1.6359, -0.1435)
H (-0.8452, -0.1522, -1.8879)
H (-1.5911, -1.2202, 0.6990)
H (1.2785, -1.3391, -1.9291)

## Properties
- structure (SMILES) = C1=C[C@H]2C[C@H]2C1
- highest occupied orbital energy (Eh) = -0.3247
- E (hartree) = -233.31186
- strongest force on any atom (eV/Å) = 3.0
- HOMO-LUMO gap (eV) = 10.028



Density functional theory data (the ωB97M-V functional and the def2-TZVPD basis) for the molecule C6H8.

CARTESIAN COORDINATES (ANGSTROEM)
C (2.1540, -1.0057, 0.3250)
C (-0.4100, -0.8770, -0.0199)
C (1.7044, 0.1823, 0.0402)
C (-0.2642, 1.6940, -0.2347)
C (0.2584, 0.2527, -0.0819)
C (-1.7437, -1.4727, 0.1024)
H (-1.8990, -2.2020, -0.7697)
H (0.5048, 2.2719, 0.2178)
H (2.4065, 1.0149, 0.1668)
H (-2.3917, -0.5189, -0.0886)
H (-0.2513, 1.9399, -1.3501)
H (-1.8959, -1.8422, 1.1443)
H (3.1503, -1.2093, 0.5285)
H (-1.3223, 1.7722, 0.0198)

## Properties
- <S²> = 2.0165
- highest occupied orbital energy (alpha / beta) (Eh) = -0.2759 / -0.2942
- E (hartree) = -233.16829
- strongest force on any atom (eV/Å) = 3.2
- 2S+1 = 3
- HOMO-LUMO gap (alpha / beta) (eV) = 8.617 / 7.313